Formula: C41H44F3N6OPdS4
Source: the OMol25 dataset
Level of theory: ωB97M-V with the def2-TZVPD basis set

XYZ file:
```
100
C41H44F3N6OPdS4, DFT ωB97M-V with the def2-TZVPD basis set
Pd 0.53122 -0.89979 0.25912
O 0.03998 -3.61602 2.93156
S -0.49478 -3.70366 1.55235
C -0.05071 -5.35038 0.98393
C -0.37061 -5.77228 -0.30030
C 0.03172 -7.03288 -0.71250
C 0.75808 -7.84823 0.14698
C 1.09122 -7.40117 1.41718
C 0.69226 -6.14096 1.84302
C -2.27658 -3.88473 1.74020
C -3.11920 -3.96383 0.63804
C -4.48879 -4.03546 0.84294
C -5.00542 -4.00917 2.13311
C -4.15247 -3.90644 3.22264
C -2.77841 -3.84001 3.03046
H -0.89504 -5.11298 -0.97917
H -0.21040 -7.37173 -1.71171
H 1.08118 -8.82741 -0.18406
H 1.66872 -8.03194 2.08115
H 0.94689 -5.75201 2.82035
H -2.71479 -3.94083 -0.36452
H -5.15422 -4.10168 -0.00874
H -6.07645 -4.05593 2.28675
H -4.55560 -3.87254 4.22711
H -2.08217 -3.74917 3.85488
C -2.31866 2.64848 -1.61897
C -3.03932 3.36335 -2.79229
N -2.78700 2.64920 -4.04416
C -3.20189 1.25272 -3.87575
C -2.35806 0.56678 -2.76607
N -1.48916 1.55301 -2.12383
C -0.55306 2.08293 -3.11649
C -1.34386 2.68651 -4.31171
H -3.04283 2.23130 -0.91529
H -1.68149 3.33931 -1.06207
H -2.68316 4.38960 -2.91296
H -4.11982 3.40569 -2.63084
H -3.08342 0.74263 -4.83476
H -4.26737 1.25039 -3.63032
H -1.72826 -0.22214 -3.17264
H -2.99134 0.11600 -1.99677
H 0.09982 1.27087 -3.43548
H 0.07438 2.83144 -2.62693
H -1.15847 2.12575 -5.23106
H -1.05993 3.72572 -4.49511
S 5.00023 4.54956 1.40246
C 4.35761 3.46199 0.31432
S 3.23371 2.23240 0.82349
C 3.06027 1.68394 -0.83033
N 3.77864 2.35323 -1.66788
N 4.51902 3.33585 -1.02349
C 5.31209 4.13953 -1.89720
C 4.95371 4.18828 -3.24501
C 5.70254 4.94632 -4.12920
C 6.81054 5.65637 -3.69015
C 7.16684 5.59280 -2.35327
C 6.42923 4.83869 -1.45121
S 2.01791 0.39943 -1.32294
H 4.09698 3.62847 -3.58566
H 5.41275 4.97818 -5.17200
H 7.39245 6.24863 -4.38502
H 8.03478 6.13172 -1.99446
H 6.71837 4.79041 -0.41544
C 0.05695 2.67046 1.24690
C -1.38081 2.38506 1.52576
C -2.22683 3.31342 2.10029
C -3.56226 3.01620 2.35570
C -4.09119 1.76610 2.03056
C -3.30261 0.79300 1.45705
C -3.81584 -0.57185 1.11765
C -1.92590 1.10207 1.20887
N -1.14874 0.18526 0.68861
H 0.24331 3.74414 1.24279
H 0.35878 2.24783 0.28543
H 0.69024 2.20198 2.00745
H -1.83182 4.29105 2.35070
H -4.19877 3.76314 2.81310
H -5.13399 1.55042 2.23219
H -4.88609 -0.64324 1.30943
H -3.30719 -1.33713 1.70963
H -3.62756 -0.81695 0.06969
C -0.48557 -0.38392 3.69023
C 0.98272 -0.38902 3.39237
C 2.00491 -0.19954 4.29695
C 3.21474 -0.41430 3.59516
C 2.86955 -0.72599 2.29882
C 3.79551 -1.16283 1.20405
N 1.50219 -0.67500 2.15451
H -0.66626 -0.87392 4.64983
H -1.04236 -0.94698 2.93875
H -0.92062 0.62032 3.74628
H 1.88625 0.01519 5.34986
H 4.21780 -0.40044 3.99776
H 4.62186 -1.73116 1.63725
H 4.23358 -0.34432 0.63126
H 3.29516 -1.81778 0.48699
F -1.21658 -2.57113 -1.51149
C 0.06857 -2.01785 -1.51107
F 0.17059 -1.45344 -2.74610
F 0.87785 -3.13295 -1.58753
```

Summary:
Charge = -1
Kohn-Sham gap (spin up / spin down) = 6.31 / 4.79 eV
HOMO level (spin up / spin down) = -4.063 / -4.051 eV
Energy above the lowest of the compared OMol25 structures with the same formula, charge and spin = 17.2 kcal per mole
2S+1 = 5

Here are the Mulliken charges for atoms 1 to 99, given in e: 2.878 -0.708 0.935 0.137 -0.065 -0.861 -0.459 -0.601 -0.435 0.333 0.086 -0.709 -0.533 -0.609 -0.290 0.228 0.399 0.375 0.395 0.470 0.049 0.402 0.382 0.402 0.487 -0.219 -0.916 -0.223 -0.884 0.080 0.503 -0.677 -0.858 -0.004 0.354 0.297 0.368 0.361 0.335 0.396 -0.427 0.397 0.373 0.298 0.339 -0.405 0.081 0.026 0.080 -0.852 0.583 0.579 -0.362 -0.568 -0.432 -0.619 -0.502 -0.432 0.472 0.341 0.361 0.353 0.239 -1.258 0.324 -0.702 -1.016 -0.834 0.912 -1.178 1.382 -0.734 0.537 -0.303 0.321 0.482 0.340 0.446 0.503 -0.010 0.020 -0.385 -0.373 -1.142 -0.884 0.035 -1.278 1.862 0.462 -0.455 0.250 0.503 0.481 0.431 0.077 0.135 -0.226 -0.690 -0.274